Entry 1:
ClH2PS | ωB97M-V/def2-TZVPD

Values from the calculation:
SMILES = P=S.Cl
HOMO energy = -8.9 eV
total charge = 0
2S+1 = 1

Atoms and positions in Å:
P (0.591, 1.191, -0.236)
S (1.518, 2.982, -0.203)
H (-0.528, 1.745, -1.076)
Cl (-0.629, -2.298, 0.667)
H (-0.952, -3.621, 0.848)

Force components x, y, z for each atom (eV/Å):
P -0.017 3.207 -0.944
S -0.707 -2.181 0.212
H 0.717 -1.025 0.732
Cl -0.534 -2.273 0.316
H 0.540 2.272 -0.315

For each atom in turn, the Mulliken charge in e is: P 0.150; S -0.241; H 0.090; Cl -0.259; H 0.261

Entry 2:
C5H12NO2 | ωB97M-V/def2-TZVPD

Values from the calculation:
SMILES = [NH3+][C@@H](C=O)CCCO
HOMO energy = -14.2 eV
total charge = +1
2S+1 = 1

Atoms and positions in Å:
N (-1.659, -0.029, -1.348)
C (-1.112, 0.129, 0.092)
C (-2.261, -0.240, 1.015)
O (-3.187, -0.897, 0.648)
C (0.069, -0.787, 0.184)
C (1.362, -0.256, -0.583)
C (2.106, 0.838, 0.252)
O (2.346, 0.158, 1.463)
H (-0.998, 0.482, -1.941)
H (-1.568, -1.012, -1.622)
H (-2.644, 0.237, -1.422)
H (-0.932, 1.190, 0.279)
H (-2.210, 0.276, 2.008)
H (-0.044, -1.859, -0.024)
H (0.535, -0.852, 1.177)
H (0.871, 0.194, -1.475)
H (2.073, -0.993, -0.936)
H (3.044, 1.068, -0.264)
H (1.363, 1.653, 0.422)
H (2.845, 0.702, 2.077)

Force components x, y, z for each atom (eV/Å):
N 0.948 -0.037 0.617
C -0.941 -0.901 -0.607
C 0.067 0.791 0.633
O -0.145 -0.212 -0.150
C 3.713 -0.485 0.990
C -1.890 1.461 -0.618
C -1.494 -1.508 -0.398
O 0.313 0.070 0.435
H -0.687 0.182 -0.268
H -0.270 0.003 0.158
H 0.127 0.206 -0.223
H 0.443 -0.056 -0.333
H -0.014 -0.651 -0.234
H -0.935 0.347 -0.426
H -0.985 0.284 0.398
H 1.200 0.128 -0.076
H -0.249 -0.449 0.237
H -0.356 0.629 0.116
H 1.045 0.100 -0.281
H 0.112 0.098 0.031

Atom charges from the Mulliken analysis, given in e for atoms 1 to 5: N -0.310; C 0.184; C -0.198; O -0.422; C -1.006

Entry 3:
C34H88F6LiN9O12S2 | ωB97M-V/def2-TZVPD

Values from the calculation:
HOMO energy = -8.6 eV
total charge = 0
2S+1 = 1

Atoms and positions in Å:
Li (1.133, -3.922, 0.784)
C (-3.177, -1.232, -2.014)
F (-3.979, -0.735, -2.960)
F (-3.786, -1.224, -0.845)
F (-2.988, -2.582, -2.367)
S (-1.479, -0.189, -2.033)
O (-0.630, -0.792, -3.112)
O (-1.868, 1.172, -2.362)
N (-0.895, -0.652, -0.448)
S (-1.025, 0.635, 0.414)
O (-2.260, 1.354, 0.155)
O (-0.671, 0.251, 1.760)
C (0.381, 1.754, -0.148)
F (0.536, 1.789, -1.487)
F (-0.012, 3.016, 0.134)
F (1.489, 1.443, 0.500)
C (-5.998, -12.306, -3.625)
C (-7.055, -11.772, -2.693)
C (-7.670, -10.490, -3.251)
O (-8.198, -10.631, -4.504)
C (-9.188, -9.610, -4.815)
N (-8.083, -12.752, -2.450)
H (-5.378, -11.444, -3.869)
H (-6.423, -12.786, -4.507)
H (-5.298, -13.070, -3.287)
H (-6.637, -11.619, -1.698)
H (-7.020, -9.616, -3.278)
H (-8.436, -10.142, -2.558)
H (-9.433, -9.509, -5.872)
H (-8.737, -8.661, -4.526)
H (-10.125, -9.729, -4.272)
H (-8.379, -13.062, -3.364)
H (-8.820, -12.171, -2.077)
C (-1.755, 12.579, 0.016)
C (-3.117, 12.604, 0.766)
C (-3.618, 11.284, 1.171)
O (-3.821, 10.454, -0.016)
C (-4.458, 9.228, 0.284)
N (-2.955, 13.470, 1.861)
H (-0.994, 11.872, 0.348)
H (-1.195, 13.510, -0.067)
H (-1.861, 12.241, -1.015)
H (-3.795, 13.037, 0.030)
H (-4.533, 11.376, 1.755)
H (-2.914, 10.753, 1.811)
H (-3.923, 8.689, 1.066)
H (-4.490, 8.645, -0.636)
H (-5.530, 9.356, 0.430)
H (-3.593, 13.403, 2.641)
H (-3.026, 14.415, 1.513)
C (-1.362, -5.590, 3.887)
C (-0.151, -6.471, 3.797)
C (-0.135, -7.608, 2.827)
O (-0.148, -7.008, 1.569)
C (-0.404, -7.983, 0.607)
N (1.010, -5.563, 3.605)
H (-1.583, -5.227, 2.883)
H (-1.140, -4.771, 4.571)
H (-2.262, -6.089, 4.247)
H (-0.076, -7.002, 4.746)
H (-0.950, -8.310, 3.006)
H (0.727, -8.247, 3.020)
H (0.404, -8.709, 0.694)
H (-0.369, -7.619, -0.420)
H (-1.434, -8.335, 0.659)
H (0.912, -4.875, 4.338)
H (1.914, -6.011, 3.651)
C (-10.529, 2.541, -2.555)
C (-11.584, 1.709, -3.261)
C (-11.937, 0.458, -2.379)
O (-12.648, -0.537, -3.092)
C (-14.097, -0.335, -3.089)
N (-12.708, 2.621, -3.303)
H (-10.206, 3.540, -2.849)
H (-9.550, 2.068, -2.633)
H (-10.643, 2.645, -1.476)
H (-11.434, 1.473, -4.315)
H (-12.522, 0.731, -1.501)
H (-11.010, 0.031, -1.996)
H (-14.554, -1.267, -3.422)
H (-14.606, 0.392, -3.721)
H (-14.519, -0.172, -2.097)
H (-13.615, 2.193, -3.415)
H (-12.733, 3.144, -2.439)
C (4.290, -5.660, -5.128)
C (4.777, -6.199, -3.812)
C (6.272, -6.587, -3.845)
O (6.310, -7.664, -4.821)
C (7.658, -8.237, -5.069)
N (4.385, -5.164, -2.847)
H (3.241, -5.404, -5.277)
H (4.259, -6.341, -5.978)
H (4.863, -4.781, -5.426)
H (4.195, -7.081, -3.545)
H (6.807, -6.959, -2.971)
H (6.733, -5.780, -4.414)
H (7.667, -8.745, -6.033)
H (8.011, -8.924, -4.301)
H (8.379, -7.423, -5.145)
H (5.209, -4.579, -2.851)
H (3.833, -4.512, -3.386)
C (1.106, 4.547, 7.631)
C (-0.012, 3.536, 8.101)
C (-1.348, 3.766, 7.356)
O (-2.034, 4.892, 7.943)
C (-2.719, 4.754, 9.131)
N (0.646, 2.274, 7.981)
H (0.802, 5.593, 7.677)
H (1.437, 4.354, 6.611)
H (2.053, 4.442, 8.160)
H (-0.220, 3.862, 9.120)
H (-2.095, 2.975, 7.290)
H (-1.072, 4.113, 6.361)
H (-3.334, 3.856, 9.180)
H (-3.274, 5.655, 9.392)
H (-2.082, 4.676, 10.012)
H (0.348, 1.940, 7.076)
H (0.050, 1.716, 8.576)
C (9.504, 9.868, 1.288)
C (8.365, 8.974, 0.829)
C (8.873, 7.788, -0.019)
O (7.859, 6.780, -0.228)
C (6.897, 7.299, -1.199)
N (7.758, 8.504, 2.072)
H (9.157, 10.440, 2.150)
H (9.840, 10.567, 0.522)
H (10.406, 9.303, 1.524)
H (7.710, 9.623, 0.248)
H (9.507, 7.225, 0.666)
H (9.446, 8.108, -0.890)
H (6.355, 6.394, -1.474)
H (7.227, 7.720, -2.149)
H (6.283, 7.954, -0.581)
H (7.273, 9.282, 2.496)
H (6.964, 8.016, 1.682)
C (10.845, -0.533, -2.069)
C (10.400, -1.277, -0.845)
C (11.509, -1.085, 0.230)
O (12.848, -1.384, -0.262)
C (13.864, -0.796, 0.579)
N (9.120, -0.821, -0.478)
H (11.682, -1.094, -2.485)
H (10.975, 0.549, -2.048)
H (10.018, -0.545, -2.779)
H (10.484, -2.335, -1.093)
H (11.405, -1.724, 1.107)
H (11.589, -0.082, 0.649)
H (14.781, -1.324, 0.315)
H (13.605, -1.022, 1.613)
H (13.989, 0.262, 0.352)
H (9.091, 0.179, -0.334)
H (8.865, -1.170, 0.435)

Force components x, y, z for each atom (eV/Å):
Li -0.325 -0.112 0.336
C 0.841 -1.059 -1.145
F 0.270 0.058 0.502
F 0.134 0.187 -0.105
F 0.204 1.859 0.674
S 0.826 -1.940 -2.831
O -1.720 0.408 2.999
O 0.056 -1.577 0.922
N -0.493 0.249 -3.940
S -1.308 0.952 1.522
O 1.422 -0.263 1.067
O 0.116 0.405 -0.067
C -1.939 1.292 -0.534
F 0.859 -0.874 0.827
F 0.626 -0.266 0.709
F 0.344 0.156 -0.443
C 0.836 0.052 -0.374
C 0.492 -0.344 -0.047
C 0.350 1.328 1.394
O -1.911 -0.353 -2.265
C 1.097 0.081 0.523
N -0.333 -0.186 -0.096
H 0.106 -0.134 -0.615
H -0.214 0.565 -0.289
H -0.280 0.012 0.852
H 0.338 0.758 -0.089
H 0.903 -0.013 0.182
H -0.485 -0.244 0.423
H 0.428 -0.701 -0.054
H -0.152 0.300 0.090
H 0.065 -0.305 0.265
H -0.484 -0.229 -0.109
H -0.756 -0.583 0.210
C 0.470 -0.998 -1.032
C 1.453 0.477 -2.157
C -0.256 -2.215 -0.756
O -0.030 0.881 0.978
C -0.134 0.195 -1.031
N 0.299 1.626 1.795
H -0.271 -0.200 0.884
H -0.598 0.439 0.392
H -0.504 0.076 -0.191
H -0.526 -0.199 -0.133
H -0.413 0.067 -0.133
H 0.326 0.065 0.189
H -0.302 -0.121 0.160
H 0.679 -0.147 -0.041
H -0.105 0.228 0.964
H -0.303 -0.357 -0.181
H 0.219 0.181 0.293
C -0.528 -0.063 -0.686
C 0.895 -0.458 1.542
C -0.123 0.787 0.331
O -0.186 0.142 -0.761
C 0.126 -0.152 -1.243
N -0.685 0.172 -0.607
H -0.108 0.404 0.102
H -0.196 0.136 -0.135
H 0.154 -0.194 0.054
H 0.225 0.130 0.562
H -0.653 0.277 -0.197
H 0.682 0.119 -0.360
H -0.488 -0.753 -0.123
H 0.396 0.661 0.111
H 0.104 -0.679 0.542
H 0.566 0.152 0.050
H -0.027 -0.192 0.275
C 2.654 -0.634 0.185
C -1.393 0.785 1.450
C 0.735 0.343 -0.865
O -1.836 0.580 -0.194
C 0.146 -1.265 0.195
N -1.192 0.940 -0.181
H -1.117 0.194 -0.834
H 0.128 -0.581 0.070
H -0.688 -0.327 0.132
H 0.839 -0.536 0.266
H -0.025 0.512 0.081
H 0.054 -0.414 -0.215
H 0.374 -0.258 -0.005
H 0.973 0.583 -0.436
H 0.480 0.108 0.407
H 0.077 -0.160 -0.111
H -0.205 0.128 0.054
C -0.065 -0.600 -2.463
C -1.396 -0.792 0.393
C -0.590 -0.772 -2.536
O 1.348 -1.241 -0.019
C -1.152 1.296 0.153
N 1.247 0.743 0.458
H -0.349 0.437 1.429
H 1.157 -0.494 0.005
H 0.154 0.067 -0.040
H 0.156 -0.305 -0.142
H -0.391 0.700 0.466
H 0.777 0.574 0.841
H -0.445 0.005 0.127
H -0.369 -0.018 0.253
H 0.088 0.152 0.049
H 0.665 0.384 0.964
H -0.900 -0.090 0.124
C -0.582 0.287 -0.346
C 1.298 3.131 -0.423
C 0.094 1.357 0.638
O 0.533 0.689 -1.285
C 0.207 -0.548 1.366
N -1.418 -1.336 0.562
H -0.148 0.018 0.047
H -0.473 -0.173 -0.363
H -0.372 -0.207 0.641
H 0.186 -0.730 0.381
H 0.438 -0.676 0.132
H -0.394 -0.154 -0.219
H -0.481 -0.020 -0.283
H -0.358 -0.021 -0.761
H 0.667 -0.243 0.121
H 0.489 -0.330 -0.637
H 0.310 -1.044 0.413
C 0.703 0.257 -0.726
C 1.248 0.781 -0.013
C -0.508 -0.952 2.369
O 0.564 1.893 -2.307
C -0.444 -1.782 1.564
N -1.081 -0.627 -1.080
H 0.280 0.019 0.009
H -0.208 0.171 -0.138
H -0.139 -0.186 0.460
H -0.413 -0.105 -0.223
H 0.653 0.293 -0.091
H -0.335 -0.104 -0.325
H -0.468 0.236 0.025
H 0.737 0.353 0.385
H -0.455 0.345 -0.817
H 0.282 0.480 0.346
H -0.416 -1.078 0.560
C -0.565 -0.328 -1.613
C 3.021 0.857 0.291
C 1.432 -0.087 0.430
O -0.510 0.375 0.004
C -0.735 -1.181 -0.980
N -1.526 -0.225 1.205
H 0.171 0.678 -0.221
H 0.731 -0.004 0.911
H -0.100 -0.633 -0.306
H -0.799 -0.180 0.001
H -0.608 -0.345 0.144
H -0.646 0.518 -0.312
H 0.049 0.112 0.123
H 0.229 0.393 0.239
H -0.152 0.139 0.310
H 0.261 0.308 -0.389
H -0.257 -0.399 0.163

Atom charges from the Mulliken analysis, given in e for atoms 1 to 5: Li 0.929; C 0.659; F -0.224; F -0.208; F -0.259

Entry 4:
C17H18BF3FeO | ωB97M-V/def2-TZVPD

Values from the calculation:
<S²> = 6.09
HOMO energy (spin up / spin down) = -6.6 / -8.5 eV
total charge = 0
2S+1 = 5

Atoms and positions in Å:
C (-5.300, -0.122, 0.811)
C (-4.222, -1.001, 1.243)
C (-4.103, -2.323, 1.635)
C (-2.889, -2.409, 2.377)
C (-2.208, -1.067, 2.355)
B (-0.655, -0.333, -2.375)
F (-0.866, -1.469, -3.129)
F (-1.726, -0.038, -1.587)
F (-2.102, -0.395, 3.599)
O (-3.155, -0.321, 1.720)
H (-6.223, -0.653, 0.671)
H (-5.441, 0.639, 1.586)
H (-5.132, 0.443, -0.106)
H (-4.860, -3.098, 1.357)
H (-2.548, -3.361, 2.738)
C (0.341, -1.053, 2.269)
C (-0.151, -0.404, 1.058)
C (0.916, -0.297, 0.009)
C (0.782, -0.226, -1.485)
C (2.012, -0.693, -2.129)
C (2.960, -0.923, -1.109)
C (2.377, -0.512, 0.155)
Fe (2.331, 0.946, -1.096)
C (3.214, 2.410, -0.097)
C (2.025, 2.866, -0.801)
C (2.221, 2.604, -2.216)
C (3.524, 2.007, -2.384)
C (4.137, 1.883, -1.084)
H (-0.328, -0.782, 3.080)
H (0.272, -2.121, 2.119)
H (1.372, -0.801, 2.536)
H (-0.838, 0.386, 1.084)
H (-0.034, 0.691, -2.786)
H (2.078, -0.897, -3.195)
H (3.908, -1.425, -1.249)
H (2.890, -0.576, 1.103)
H (3.439, 2.587, 0.952)
H (1.208, 3.436, -0.372)
H (1.580, 2.952, -3.020)
H (4.022, 1.842, -3.333)
H (5.172, 1.609, -0.902)

Force components x, y, z for each atom (eV/Å):
C -0.606 0.527 -0.235
C 0.222 -0.811 0.597
C 0.344 -0.169 0.291
C -1.170 -1.469 -1.164
C -3.833 -0.188 1.636
B -0.330 -1.108 1.022
F 0.571 1.058 0.101
F -0.089 0.286 -0.170
F 0.103 -0.796 -0.187
O 1.331 2.528 -1.337
H -0.419 -0.353 0.042
H -0.076 -0.092 0.053
H 0.466 -0.127 -0.133
H 1.067 0.688 0.641
H 0.535 0.110 0.266
C -0.325 0.018 1.061
C 4.219 1.152 -2.446
C 0.588 0.047 -1.486
C 0.222 -1.699 0.866
C -1.110 -0.392 0.322
C -0.629 -0.713 0.505
C -1.354 -2.000 0.057
Fe 0.275 -0.059 -0.405
C 0.186 1.038 -1.039
C 1.102 0.692 -0.422
C 0.776 0.881 0.680
C -0.306 1.020 0.909
C -0.799 1.281 -0.112
H 1.000 -0.220 0.303
H 0.218 -0.606 0.161
H -0.087 -0.019 -0.106
H -1.363 0.610 -0.184
H -0.160 0.275 -0.595
H 0.200 0.187 0.328
H 0.171 0.557 0.053
H -0.030 -0.028 -0.074
H -0.210 -0.391 -0.246
H 0.038 -0.422 -0.034
H -0.022 -0.419 0.238
H -0.296 -0.460 0.201
H -0.420 -0.414 0.042

Atom charges from the Mulliken analysis, given in e for atoms 1 to 5: C -1.134; C 0.434; C -0.279; C -1.154; C 0.993